#A
The following is a quantum chemistry calculation of a 2-piece molecular cluster, H4N4O2 overall, from the OMol25 dataset.

Bonds (Å) are listed after each position.
Element x y z (Å)
1 N 1.2913 0.9996 -1.1996  N2 1.325, H5 1.050, H6 1.108
2 N 0.3556 1.8936 -0.9146  N1 1.325, N3 1.206
3 N -0.3541 1.6856 0.0377  N2 1.206, O4 1.390
4 O -0.0635 0.6494 0.9181  N3 1.390, H7 0.984
5 H 1.3811 0.3070 -0.4158  N1 1.050
6 H 2.1061 1.3658 -1.8545  N1 1.108
7 H -0.8643 0.1822 1.2490  O4 0.984
8 N -1.0368 -2.0304 0.7383  O9 1.209, H10 1.043
9 O -2.0543 -2.2099 0.1098  N8 1.209
10 H -0.7611 -2.8428 1.3315  N8 1.043

**HOMO energy**: -9.102 eV
**Kohn-Sham gap**: 8.18 eV
**Structure (SMILES)**: N/N=N\O.N=O
**Total charge**: 0

***

#B
The following is a quantum chemistry calculation of a single H4N4O2 molecule, from the OMol25 dataset.

Bonds (Å) are listed after each position.
Element x y z (Å)
1 N -1.5789 0.6108 -1.1976  N2 1.317, H7 1.099, H8 1.075
2 N -0.4588 0.8538 -0.5490  N1 1.317, N3 1.253
3 N 0.0167 -0.0621 0.1612  N2 1.253, O4 1.277, N5 1.449
4 O -0.5181 -1.1840 0.4553  N3 1.277
5 N 1.3039 0.1918 0.7772  N3 1.449, O6 1.416, H9 1.105
6 O 1.9824 -1.0510 0.7609  N5 1.416, H10 1.004
7 H -2.1486 -0.3180 -1.0509  N1 1.099
8 H -2.1755 1.4986 -1.0933  N1 1.075
9 H 1.8099 0.8628 0.0601  N5 1.105
10 H 1.7671 -1.4027 1.6762  O6 1.004

**HOMO energy**: -8.712 eV
**Kohn-Sham gap**: 9.80 eV
**Structure (SMILES)**: N/N=[N+](\[O-])NO
**Total charge**: 0

***

Stability summary: most stable #B, least stable #A.

***

#A
The following is a quantum chemistry calculation of a single HNO3S molecule, from the OMol25 dataset.

Bonds (Å) are listed after each position.
Element x y z (Å)
1 N -0.5812 0.1291 -1.1143  O3 1.207, H6 1.026
2 O 1.5170 -0.2300 1.0055  S5 1.434
3 O 0.4508 0.7394 -1.2511  N1 1.207, S5 2.105
4 O 3.2437 1.3765 0.0850  S5 1.430
5 S 2.1725 0.4438 -0.0770  O2 1.434, O3 2.105, O4 1.430
6 H -1.0970 0.1168 -0.2271  N1 1.026

**HOMO energy**: -10.169 eV
**Kohn-Sham gap**: 8.51 eV
**Total charge**: 0

***

#B
The following is a quantum chemistry calculation of a single HNO3S molecule, from the OMol25 dataset.

Bonds (Å) are listed after each position.
Element x y z (Å)
1 N 0.0089 -0.6685 -0.6125  O2 1.211, O3 1.219, O4 1.394
2 O -0.6982 -0.9777 0.3200  N1 1.211
3 O 0.0970 -1.1054 -1.7467  N1 1.219
4 O 0.8122 0.4256 -0.2965  N1 1.394, S5 1.638
5 S 0.5913 1.3576 1.0327  O4 1.638, H6 1.480
6 H -0.8111 0.9685 1.3030  S5 1.480

**HOMO energy**: -9.868 eV
**Kohn-Sham gap**: 9.64 eV
**Total charge**: 0

***

Stability summary: most stable #A, least stable #B.

***

#A
The following is a quantum chemistry calculation of a 5-piece molecular cluster, C30H75N5 overall, from the OMol25 dataset.

Bonds (Å) are listed after each position.
Element x y z (Å)
1 C -1.2293 -5.1436 4.7876  C2 1.512, H8 1.092, H9 1.089, H10 1.088
2 C -0.3660 -4.0049 4.2926  C1 1.512, N3 1.465, H11 1.089, H12 1.104
3 N -0.7802 -2.6782 4.7543  C2 1.465, C4 1.467, C6 1.462
4 C -2.1471 -2.3307 4.3496  N3 1.467, C5 1.525, H13 1.108, H14 1.084
5 C -2.7522 -1.2815 5.2755  C4 1.525, H15 1.092, H16 1.091, H17 1.088
6 C 0.1801 -1.6728 4.3028  N3 1.462, C7 1.513, H18 1.093, H19 1.097
7 C 1.3616 -1.5772 5.2427  C6 1.513, H20 1.087, H21 1.090, H22 1.100
8 H -0.7126 -6.0665 4.5147  C1 1.092
9 H -2.1931 -5.1544 4.2812  C1 1.089
10 H -1.3895 -5.1176 5.8631  C1 1.088
11 H 0.6500 -4.1709 4.6479  C2 1.089
12 H -0.3561 -4.0275 3.1884  C2 1.104
13 H -2.0898 -1.8562 3.3501  C4 1.108
14 H -2.7781 -3.2092 4.2795  C4 1.084
15 H -2.7942 -1.6484 6.3033  C5 1.092
16 H -2.0999 -0.4083 5.3181  C5 1.091
17 H -3.7412 -0.9894 4.9271  C5 1.088
18 H -0.3177 -0.7006 4.3305  C6 1.093
19 H 0.5025 -1.8747 3.2734  C6 1.097
20 H 1.0167 -1.4844 6.2690  C7 1.087
21 H 2.1084 -0.8585 4.9054  C7 1.090
22 H 1.9210 -2.5237 5.2258  C7 1.100
23 C -4.4641 -2.0684 0.5551  C24 1.522, H30 1.088, H31 1.090, H32 1.097
24 C -4.1142 -2.1533 -0.9237  C23 1.522, N25 1.455, H33 1.103, H34 1.092
25 N -4.9588 -3.0573 -1.6891  C24 1.455, C26 1.454, C28 1.441
26 C -6.3909 -3.0287 -1.4394  N25 1.454, C27 1.536, H35 1.088, H36 1.090
27 C -7.0688 -1.6734 -1.6903  C26 1.536, H37 1.090, H38 1.093, H39 1.090
28 C -4.5728 -3.1053 -3.0770  N25 1.441, C29 1.526, H40 1.089, H41 1.112
29 C -5.0139 -4.3622 -3.8224  C28 1.526, H42 1.098, H43 1.089, H44 1.091
30 H -5.5240 -1.9238 0.7563  C23 1.088
31 H -3.8588 -1.2978 1.0333  C23 1.090
32 H -4.1976 -3.0016 1.0654  C23 1.097
33 H -4.1020 -1.1273 -1.3287  C24 1.103
34 H -3.1164 -2.5930 -0.9762  C24 1.092
35 H -6.8357 -3.7829 -2.0844  C26 1.088
36 H -6.5465 -3.3111 -0.3984  C26 1.090
37 H -7.1938 -1.4857 -2.7568  C27 1.090
38 H -8.0544 -1.6730 -1.2189  C27 1.093
39 H -6.5127 -0.8448 -1.2505  C27 1.090
40 H -3.5000 -2.9525 -3.1840  C28 1.089
41 H -5.0333 -2.2635 -3.6400  C28 1.112
42 H -4.5557 -4.3434 -4.8196  C29 1.098
43 H -6.0835 -4.3992 -4.0236  C29 1.089
44 H -4.6652 -5.2926 -3.3724  C29 1.091
45 C 1.7487 0.3181 -1.6128  C46 1.545, H52 1.091, H53 1.091, H54 1.091
46 C 0.2117 0.2191 -1.4869  C45 1.545, N47 1.453, H55 1.092, H56 1.089
47 N -0.3564 0.4146 -0.1639  C46 1.453, C48 1.460, C50 1.465
48 C -0.0996 1.7567 0.3507  N47 1.460, C49 1.530, H57 1.098, H58 1.096
49 C -1.2299 2.2264 1.2693  C48 1.530, H59 1.089, H60 1.091, H61 1.090
50 C 0.0929 -0.5807 0.8120  N47 1.465, C51 1.524, H62 1.087, H63 1.103
51 C -0.4342 -1.9741 0.4929  C50 1.524, H64 1.090, H65 1.089, H66 1.092
52 H 2.2534 -0.5922 -1.2873  C45 1.091
53 H 2.1440 1.1525 -1.0322  C45 1.091
54 H 1.9926 0.4952 -2.6612  C45 1.091
55 H -0.2222 0.9855 -2.1319  C46 1.092
56 H -0.0931 -0.7517 -1.8758  C46 1.089
57 H 0.9075 1.8500 0.7787  C48 1.098
58 H -0.1367 2.4456 -0.5013  C48 1.096
59 H -1.2927 1.6727 2.2055  C49 1.089
60 H -1.1165 3.2928 1.4714  C49 1.091
61 H -2.1675 2.1264 0.7223  C49 1.090
62 H -0.3094 -0.3103 1.7854  C50 1.087
63 H 1.1954 -0.5851 0.8218  C50 1.103
64 H -0.2771 -2.3044 -0.5335  C51 1.090
65 H -1.5039 -1.9683 0.6961  C51 1.089
66 H 0.1177 -2.7019 1.0919  C51 1.092
67 C 6.7725 -3.6765 -5.1147  C68 1.560, H74 1.092, H75 1.091, H76 1.087
68 C 5.2781 -3.6906 -4.6688  C67 1.560, N69 1.442, H77 1.088, H78 1.104
69 N 4.9431 -2.5832 -3.8077  C68 1.442, C70 1.463, C72 1.459
70 C 3.6154 -2.0330 -4.0799  N69 1.463, C71 1.523, H79 1.102, H80 1.087
71 C 3.6222 -1.2274 -5.3725  C70 1.523, H81 1.088, H82 1.091, H83 1.097
72 C 5.1768 -2.8576 -2.3943  N69 1.459, C73 1.506, H84 1.091, H85 1.110
73 C 5.4545 -1.6078 -1.6013  C72 1.506, H86 1.090, H87 1.093, H88 1.089
74 H 7.1711 -4.6925 -5.1415  C67 1.092
75 H 7.3639 -3.1561 -4.3605  C67 1.091
76 H 6.8840 -3.1996 -6.0848  C67 1.087
77 H 4.6683 -3.7144 -5.5700  C68 1.088
78 H 5.1284 -4.6627 -4.1683  C68 1.104
79 H 2.8843 -2.8568 -4.1005  C70 1.102
80 H 3.3362 -1.3654 -3.2687  C70 1.087
81 H 4.5259 -0.6267 -5.4552  C71 1.088
82 H 3.4878 -1.8315 -6.2712  C71 1.091
83 H 2.7877 -0.5160 -5.3997  C71 1.097
84 H 5.9723 -3.5989 -2.3081  C72 1.091
85 H 4.2843 -3.3698 -1.9788  C72 1.110
86 H 6.2615 -1.0422 -2.0661  C73 1.090
87 H 5.7454 -1.8650 -0.5801  C73 1.093
88 H 4.5686 -0.9786 -1.5306  C73 1.089
89 C 3.0867 9.2390 0.5443  C90 1.518, H96 1.088, H97 1.089, H98 1.095
90 C 1.6232 9.0031 0.8706  C89 1.518, N91 1.456, H99 1.102, H100 1.094
91 N 1.1439 7.6830 0.4852  C90 1.456, C92 1.446, C94 1.456
92 C 1.7372 6.6217 1.2677  N91 1.446, C93 1.519, H101 1.093, H102 1.106
93 C 1.2714 5.2362 0.8559  C92 1.519, H103 1.092, H104 1.089, H105 1.090
94 C -0.3029 7.6116 0.3342  N91 1.456, C95 1.516, H106 1.089, H107 1.094
95 C -1.1102 7.7203 1.6131  C94 1.516, H108 1.090, H109 1.095, H110 1.094
96 H 3.3078 9.1142 -0.5135  C89 1.088
97 H 3.7643 8.6317 1.1430  C89 1.089
98 H 3.2913 10.2844 0.7990  C89 1.095
99 H 1.4377 9.2322 1.9320  C90 1.102
100 H 1.0486 9.7282 0.2864  C90 1.094
101 H 2.8185 6.6664 1.1164  C92 1.093
102 H 1.5764 6.7315 2.3563  C92 1.106
103 H 1.9677 4.4909 1.2459  C93 1.092
104 H 0.2870 5.0146 1.2666  C93 1.089
105 H 1.2462 5.1214 -0.2280  C93 1.090
106 H -0.5658 6.7023 -0.2045  C94 1.089
107 H -0.5781 8.4586 -0.3011  C94 1.094
108 H -0.9076 8.6447 2.1534  C95 1.090
109 H -0.9520 6.8866 2.3058  C95 1.095
110 H -2.1788 7.6628 1.3864  C95 1.094

**HOMO energy**: -7.965 eV
**Kohn-Sham gap**: 8.67 eV
**Structure (SMILES)**: CCN(CC)CC.CCN(CC)CC.CCN(CC)CC.CCN(CC)CC.CCN(CC)CC
**Total charge**: 0

***

#B
The following is a quantum chemistry calculation of a 5-piece molecular cluster, C30H75N5 overall, from the OMol25 dataset.

Bonds (Å) are listed after each position.
Element x y z (Å)
1 C 3.1821 -1.6318 6.6157  C2 1.608, H8 1.090, H9 1.090, H10 1.090
2 C 1.6285 -2.0016 6.4235  C1 1.608, N3 1.479, H11 1.090, H12 1.090
3 N 1.2280 -3.4006 6.6905  C2 1.479, C4 1.476, C6 1.500
4 C -0.0930 -3.6094 6.0654  N3 1.476, C5 1.515, H13 1.090, H14 1.090
5 C -0.0875 -4.1077 4.6350  C4 1.515, H15 1.090, H16 1.090, H17 1.090
6 C 1.1338 -3.7339 8.1504  N3 1.500, C7 1.506, H18 1.090, H19 1.090
7 C 2.3302 -3.5189 9.0394  C6 1.506, H20 1.090, H21 1.090, H22 1.090
8 H 3.8346 -2.4732 6.3825  C1 1.090
9 H 3.4739 -1.3965 7.6392  C1 1.090
10 H 3.3841 -0.6975 6.0920  C1 1.090
11 H 0.9919 -1.3326 7.0024  C2 1.090
12 H 1.5360 -1.8615 5.3465  C2 1.090
13 H -0.6479 -4.2872 6.7141  C4 1.090
14 H -0.6746 -2.6948 6.1809  C4 1.090
15 H 0.6673 -3.5027 4.1327  C5 1.090
16 H 0.1744 -5.1559 4.7790  C5 1.090
17 H -1.0775 -4.1200 4.1789  C5 1.090
18 H 0.8780 -4.7934 8.1389  C6 1.090
19 H 0.2279 -3.2994 8.5731  C6 1.090
20 H 2.4392 -2.4516 9.2321  C7 1.090
21 H 3.2603 -3.9357 8.6529  C7 1.090
22 H 2.2443 -4.0697 9.9761  C7 1.090
23 C -2.9962 -1.3848 -1.1835  C24 1.511, H30 1.090, H31 1.090, H32 1.090
24 C -2.2235 -2.3323 -0.2962  C23 1.511, N25 1.439, H33 1.090, H34 1.090
25 N -1.3538 -1.6613 0.6330  C24 1.439, C26 1.476, C28 1.458
26 C -0.0556 -1.3236 0.0168  N25 1.476, C27 1.553, H35 1.090, H36 1.090
27 C 0.8617 -0.4049 0.8699  C26 1.553, H37 1.090, H38 1.090, H39 1.090
28 C -1.1835 -2.2849 1.9402  N25 1.458, C29 1.533, H40 1.090, H41 1.090
29 C -2.4097 -1.9546 2.7997  C28 1.533, H42 1.090, H43 1.090, H44 1.090
30 H -3.7395 -2.0107 -1.6773  C23 1.090
31 H -2.3455 -0.8731 -1.8926  C23 1.090
32 H -3.4567 -0.5999 -0.5835  C23 1.090
33 H -2.9883 -2.8084 0.3174  C24 1.090
34 H -1.7119 -3.1221 -0.8463  C24 1.090
35 H 0.4402 -2.2897 -0.0775  C26 1.090
36 H -0.2797 -0.9173 -0.9695  C26 1.090
37 H 1.5183 -0.9268 1.5660  C27 1.090
38 H 1.5741 0.0990 0.2168  C27 1.090
39 H 0.1930 0.3326 1.3137  C27 1.090
40 H -0.3422 -1.8146 2.4492  C28 1.090
41 H -1.0906 -3.3611 1.7941  C28 1.090
42 H -3.3492 -2.2115 2.3104  C29 1.090
43 H -2.4590 -0.9429 3.2025  C29 1.090
44 H -2.3646 -2.5435 3.7158  C29 1.090
45 C 5.6978 5.0822 3.3854  C46 1.567, H52 1.090, H53 1.090, H54 1.090
46 C 5.9901 4.1163 2.1872  C45 1.567, N47 1.492, H55 1.090, H56 1.090
47 N 4.6806 3.7008 1.6066  C46 1.492, C48 1.505, C50 1.463
48 C 3.8533 2.8677 2.5480  N47 1.505, C49 1.471, H57 1.090, H58 1.090
49 C 2.4435 3.0146 2.1555  C48 1.471, H59 1.090, H60 1.090, H61 1.090
50 C 4.9024 3.0592 0.3104  N47 1.463, C51 1.547, H62 1.090, H63 1.090
51 C 5.4106 3.9827 -0.8219  C50 1.547, H64 1.090, H65 1.090, H66 1.090
52 H 4.9049 5.8089 3.2080  C45 1.090
53 H 6.5620 5.6140 3.7834  C45 1.090
54 H 5.4444 4.5267 4.2884  C45 1.090
55 H 6.5310 4.8419 1.5799  C46 1.090
56 H 6.5650 3.2861 2.5977  C46 1.090
57 H 4.2170 1.8442 2.6392  C48 1.090
58 H 3.9432 3.2677 3.5580  C48 1.090
59 H 2.2093 2.5602 1.1928  C49 1.090
60 H 1.8698 2.4027 2.8516  C49 1.090
61 H 2.0495 4.0268 2.2478  C49 1.090
62 H 3.9870 2.5534 0.0033  C50 1.090
63 H 5.6054 2.2303 0.3935  C50 1.090
64 H 4.9300 3.6808 -1.7526  C51 1.090
65 H 6.4677 4.1386 -1.0370  C51 1.090
66 H 4.9832 4.9610 -0.6018  C51 1.090
67 C -4.0758 1.9915 -2.2943  C68 1.470, H74 1.090, H75 1.090, H76 1.090
68 C -4.1798 1.2116 -3.5365  C67 1.470, N69 1.468, H77 1.090, H78 1.090
69 N -5.2423 1.6056 -4.4697  C68 1.468, C70 1.447, C72 1.463
70 C -4.9281 2.3230 -5.6864  N69 1.447, C71 1.525, H79 1.090, H80 1.090
71 C -4.4424 3.7352 -5.3769  C70 1.525, H81 1.090, H82 1.090, H83 1.090
72 C -6.2220 0.5466 -4.7101  N69 1.463, C73 1.559, H84 1.090, H85 1.090
73 C -6.9304 0.2215 -3.3602  C72 1.559, H86 1.090, H87 1.090, H88 1.090
74 H -4.1114 3.0720 -2.4333  C67 1.090
75 H -3.1027 1.7878 -1.8474  C67 1.090
76 H -4.8673 1.9088 -1.5495  C67 1.090
77 H -3.2450 1.3408 -4.0821  C68 1.090
78 H -4.0515 0.1559 -3.2971  C68 1.090
79 H -5.8278 2.4449 -6.2896  C70 1.090
80 H -4.2390 1.7096 -6.2668  C70 1.090
81 H -3.6499 3.6717 -4.6313  C71 1.090
82 H -5.1625 4.4532 -4.9843  C71 1.090
83 H -4.2112 4.2265 -6.3221  C71 1.090
84 H -7.0756 0.9089 -5.2829  C72 1.090
85 H -5.7872 -0.3067 -5.2306  C72 1.090
86 H -7.3492 1.0893 -2.8506  C73 1.090
87 H -7.7982 -0.3926 -3.6006  C73 1.090
88 H -6.3516 -0.2720 -2.5794  C73 1.090
89 C 2.4814 -1.7553 -4.2464  C90 1.557, H96 1.090, H97 1.090, H98 1.090
90 C 0.9300 -1.8803 -4.2136  C89 1.557, N91 1.429, H99 1.090, H100 1.090
91 N 0.3555 -0.7947 -4.9436  C90 1.429, C92 1.476, C94 1.481
92 C -0.7102 -1.2314 -5.8669  N91 1.476, C93 1.558, H101 1.090, H102 1.090
93 C -0.0678 -1.5787 -7.2435  C92 1.558, H103 1.090, H104 1.090, H105 1.090
94 C -0.0223 0.3775 -4.1218  N91 1.481, C95 1.519, H106 1.090, H107 1.090
95 C -0.2470 1.7366 -4.7620  C94 1.519, H108 1.090, H109 1.090, H110 1.090
96 H 2.9315 -2.5880 -3.7059  C89 1.090
97 H 2.9667 -0.8709 -3.8335  C89 1.090
98 H 2.9661 -1.6745 -5.2194  C89 1.090
99 H 0.6038 -2.8544 -4.5782  C90 1.090
100 H 0.5805 -1.8439 -3.1818  C90 1.090
101 H -1.2825 -2.0438 -5.4191  C92 1.090
102 H -1.4753 -0.4684 -6.0100  C92 1.090
103 H 0.3601 -2.5811 -7.2327  C93 1.090
104 H -0.8136 -1.5353 -8.0372  C93 1.090
105 H 0.7800 -0.9486 -7.5123  C93 1.090
106 H 0.7970 0.4953 -3.4126  C94 1.090
107 H -0.9273 0.2110 -3.5374  C94 1.090
108 H -0.1660 2.5154 -4.0037  C95 1.090
109 H -1.1967 1.7267 -5.2968  C95 1.090
110 H 0.4876 1.9985 -5.5235  C95 1.090

**HOMO energy**: -8.093 eV
**Kohn-Sham gap**: 8.72 eV
**Structure (SMILES)**: CCN(CC)CC.CCN(CC)CC.CCN(CC)CC.CCN(CC)CC.CCN(CC)CC
**Total charge**: 0

***

Stability summary: most stable #A, least stable #B.